No. 1
{"formula": "C5H10NS", "method": "ωB97M-V/def2-TZVPD", "total_charge": 1, "lumo_ev": -5.033, "gap_ev": 8.85, "de_lowest_ev": 4.217, "e_tot_ha": -649.0704, "homo_energy_ev": -13.88, "elements": ["C", "C", "C", "C", "C", "N", "S", "H", "H", "H", "H", "H", "H", "H", "H", "H", "H"], "xyz": [[-0.0926, -2.6808, 1.1562], [-0.4389, -3.1703, 0.1324], [-0.2655, 1.4162, 0.6530], [1.1752, 1.6825, 0.5521], [-0.2355, 0.2584, -1.4612], [-0.7038, 0.1951, -0.0362], [-1.3621, 2.3935, 1.3418], [0.3057, -2.1955, 1.9331], [-0.9319, -3.5521, -0.7035], [1.8645, 0.8352, 0.1891], [1.5965, 1.9617, 1.4356], [1.4688, 2.5438, -0.1019], [-0.7967, -0.4858, -2.0853], [-0.4854, 1.3019, -1.7444], [0.9098, 0.0440, -1.4601], [-0.3144, -0.6991, 0.2225], [-1.6940, 0.1513, -0.0231]], "atomic_forces_ev_per_a": [[-0.4, -0.6, -1.6], [-0.6, 0.1, -0.3], [-0.7, 1.1, 1.0], [1.9, -1.1, -3.2], [1.0, 0.2, -1.1], [1.0, 0.2, -1.4], [0.7, -1.1, -0.6], [1.2, 1.2, 2.8], [-0.2, -0.6, -0.9], [-1.4, 0.9, 0.5], [0.7, 0.8, 2.9], [-0.8, -0.6, 0.2], [0.6, 0.7, 0.7], [0.5, -0.8, -0.5], [-2.3, 0.5, -0.3], [0.1, -0.8, 1.4], [-1.4, -0.1, 0.3]], "mulliken_charge": [-0.528, -0.280, 0.293, -1.065, -0.888, 0.218, -0.088, 0.485, 0.440, 0.274, 0.392, 0.323, 0.362, 0.390, 0.352, -0.061, 0.380]}

No. 2
{"formula": "C3H12N3", "method": "ωB97M-V/def2-TZVPD", "total_charge": 1, "lumo_ev": -2.663, "gap_ev": 10.93, "de_lowest_ev": 0.686, "e_tot_ha": -285.5402, "homo_energy_ev": -13.59, "elements": ["C", "N", "H", "H", "H", "H", "H", "H", "C", "N", "C", "N", "H", "H", "H", "H", "H", "H"], "xyz": [[1.8170, 1.9918, -2.0488], [0.7487, 2.1017, -1.0383], [2.2799, 2.9533, -2.2470], [2.5408, 1.2467, -1.7255], [1.3958, 1.5996, -2.9739], [-0.0416, 2.6516, -1.3785], [1.0879, 2.4937, -0.1695], [0.1572, 1.0393, -0.7610], [-1.1740, -2.4654, 2.3338], [-1.1855, -1.8578, 0.9969], [-0.6121, -0.7124, 0.7107], [-0.6082, -0.0636, -0.4191], [-0.7384, -3.4578, 2.2794], [-0.6114, -1.8186, 3.0048], [-2.1795, -2.5076, 2.7502], [-1.7914, -2.3342, 0.3408], [-0.0335, -0.2773, 1.5228], [-1.0516, -0.5833, -1.1778]], "atomic_forces_ev_per_a": [[0.0, -0.4, -0.3], [-0.8, -0.7, -0.1], [0.1, 0.0, 0.1], [0.1, 0.2, 0.2], [-0.1, 0.2, 0.0], [0.4, 0.3, 0.1], [0.0, 0.3, 0.1], [0.1, 0.0, 0.3], [0.0, 0.5, 0.0], [-0.6, -0.8, 0.5], [0.6, 0.8, -0.5], [0.1, -0.4, -0.2], [0.1, 0.0, 0.1], [0.2, -0.2, -0.1], [-0.1, -0.2, -0.2], [0.2, 0.3, -0.2], [-0.2, 0.0, 0.1], [-0.1, 0.3, 0.1]], "mulliken_charge": [-0.797, -0.440, 0.337, 0.312, 0.314, 0.358, 0.335, 0.380, -0.717, -0.187, 0.224, -0.543, 0.278, 0.287, 0.300, 0.238, 0.191, 0.132]}

No. 3
{"formula": "C26H24Br4F9MoN3O5", "method": "ωB97M-V/def2-TZVPD", "total_charge": 2, "lumo_ev": [-6.875, -7.003], "gap_ev": [6.62, 6.49], "de_lowest_ev": 0.784, "e_tot_ha": -12808.0986, "homo_energy_ev": [-13.49, -13.49], "elements": ["Mo", "Br", "C", "C", "Br", "C", "Br", "C", "O", "C", "O", "C", "Br", "N", "C", "O", "C", "C", "C", "C", "N", "C", "H", "H", "H", "H", "H", "H", "C", "C", "C", "C", "C", "C", "N", "H", "H", "H", "H", "H", "H", "H", "H", "F", "C", "F", "F", "C", "O", "C", "F", "F", "F", "C", "F", "F", "F", "C", "C", "O", "C", "C", "H", "H", "H", "H", "H", "H", "H", "H", "H", "H"], "xyz": [[-0.2515, -1.1345, 0.3798], [0.7996, 1.2965, 6.6462], [0.1437, 1.6932, 4.9377], [-0.4139, 2.9501, 4.6647], [-0.5631, 4.2348, 6.0274], [-0.8607, 3.2297, 3.3699], [-1.7225, 4.8614, 2.9975], [-0.6895, 2.2988, 2.3439], [-1.1750, 2.6615, 1.0548], [-0.2070, 1.0042, 2.6133], [-0.1667, 0.0685, 1.6835], [0.1865, 0.7260, 3.9360], [0.7073, -1.0300, 4.3588], [2.7558, -6.5601, 2.2937], [2.0794, -5.7304, 1.4921], [1.3002, -6.0767, 0.6342], [2.3285, -4.2459, 1.6816], [3.4894, -3.6437, 2.1567], [3.5501, -2.2549, 2.1616], [2.4705, -1.5192, 1.7121], [1.3332, -2.0948, 1.2551], [1.2884, -3.4328, 1.2623], [2.6157, -7.5528, 2.1802], [3.3244, -6.2520, 3.0629], [4.3211, -4.2287, 2.5144], [4.4345, -1.7499, 2.5192], [2.5016, -0.4285, 1.7234], [0.3687, -3.9106, 0.9449], [2.4340, -0.2204, -1.4309], [1.8139, -1.5683, -1.6275], [2.3339, -2.6678, -2.2446], [1.3231, -3.6695, -2.2499], [0.2245, -3.1516, -1.6178], [-1.1685, -3.7000, -1.5507], [0.5106, -1.8460, -1.1989], [2.9575, 0.0711, -2.3418], [3.1713, -0.2204, -0.6238], [1.6589, 0.5143, -1.2095], [3.3082, -2.7591, -2.6827], [1.3995, -4.6349, -2.7130], [-1.3138, -4.3901, -2.3820], [-1.8951, -2.8827, -1.6553], [-1.3655, -4.2662, -0.6357], [-2.9677, 0.8097, 1.6236], [-3.9095, 0.0859, 0.9644], [-4.9949, 0.0749, 1.6949], [-4.1225, 0.7492, -0.1649], [-3.2917, -1.3113, 0.6659], [-2.0658, -1.1009, 0.1074], [-4.2554, -2.1006, -0.2857], [-3.9718, -3.3952, -0.2745], [-5.5172, -1.9403, 0.0631], [-4.0969, -1.6631, -1.5316], [-3.0801, -2.1009, 1.9915], [-2.3533, -3.1928, 1.7477], [-2.3383, -1.3392, 2.8217], [-4.1864, -2.4407, 2.6053], [-1.6919, 0.2983, -2.8825], [-0.9229, 1.5835, -2.6761], [-0.7530, 1.8481, -1.2637], [0.0417, 3.0007, -1.0225], [-0.4574, 3.6710, 0.2681], [-1.7762, 0.1181, -3.9504], [-2.6910, 0.3696, -2.4610], [-1.1507, -0.5405, -2.4402], [-1.4520, 2.4264, -3.1339], [0.0744, 1.4994, -3.1187], [-0.0489, 3.7060, -1.8517], [1.0946, 2.7054, -0.9414], [-1.1884, 4.4600, 0.0649], [0.3656, 4.0933, 0.8449], [-1.2470, 1.8935, 0.3985]], "atomic_forces_ev_per_a": [[-0.3, -1.3, -2.3], [-0.1, 0.1, -0.1], [-0.1, 0.1, 0.0], [0.1, 0.0, 0.0], [0.0, -0.2, -0.3], [0.0, 0.1, -0.2], [0.1, -0.1, -0.1], [0.1, -0.3, 1.1], [0.3, -1.0, -0.2], [0.0, 1.7, 1.0], [0.3, 1.7, 1.4], [-0.1, -0.2, -0.3], [-0.1, 0.0, 0.0], [0.3, -0.3, 0.2], [0.1, 0.4, 0.1], [-0.2, -0.1, -0.2], [0.1, 0.1, 0.1], [-0.6, 0.0, -0.2], [-0.2, 0.1, -0.1], [0.1, 0.5, -0.1], [1.3, -1.4, 1.2], [-0.2, -0.4, 0.1], [0.0, 0.0, 0.0], [-0.1, 0.0, 0.0], [0.2, -0.1, 0.0], [0.0, 0.1, 0.0], [0.0, -0.3, 0.0], [0.1, 0.0, -0.1], [0.1, -0.3, 0.1], [1.0, 0.3, -0.5], [-0.3, 0.5, 0.4], [-0.6, 0.3, 0.6], [-0.5, -1.2, -0.6], [0.1, 0.0, 0.0], [0.8, 0.5, -1.3], [-0.1, 0.1, 0.1], [0.0, 0.1, 0.0], [0.0, 0.2, 0.0], [0.2, 0.1, -0.1], [-0.1, -0.2, 0.0], [0.0, 0.0, 0.1], [0.2, -0.4, 0.0], [-0.1, 0.1, 0.0], [-0.1, 0.1, 0.2], [0.6, 0.4, 0.1], [-0.1, -0.2, 0.1], [-0.3, -0.1, -0.4], [-1.4, -0.3, 0.8], [-0.3, -0.3, -0.5], [0.3, 0.0, -0.3], [0.1, -0.3, 0.1], [-0.2, 0.1, 0.2], [0.1, 0.2, -0.2], [0.4, 0.1, 0.2], [0.0, -0.2, -0.1], [-0.2, -0.1, 0.1], [-0.3, 0.0, -0.1], [0.2, 0.2, 0.2], [-0.2, -0.3, -0.4], [-0.1, 0.3, 0.5], [0.2, -0.2, 0.0], [0.3, 1.2, -0.9], [-0.1, 0.0, -0.1], [-0.1, -0.1, 0.0], [-0.2, 0.1, -0.1], [0.1, 0.0, 0.1], [0.0, 0.1, 0.0], [0.0, 0.1, 0.1], [-0.1, 0.1, 0.0], [0.1, -0.3, 0.1], [-0.2, -0.2, 0.2], [-0.4, 0.0, 0.1]], "mulliken_charge": [0.758, -0.098, 0.259, 0.153, -0.103, 0.060, -0.065, -0.191, -0.037, -0.256, 0.366, 0.046, -0.038, -0.363, 0.326, -0.570, -0.119, -0.536, -1.508, -0.466, 0.911, 0.040, 0.264, 0.168, 0.494, 0.550, 0.638, 0.482, -1.080, 0.486, -1.028, -1.026, 0.426, -0.758, 0.879, 0.489, 0.226, -0.132, 0.623, 0.607, 0.572, -0.108, 0.171, -0.215, 0.242, -0.218, -0.271, 1.615, -0.205, 0.277, -0.236, -0.236, -0.183, -0.172, -0.212, -0.153, -0.247, -0.773, -0.566, -0.290, -0.665, -0.499, 0.569, 0.215, 0.019, 0.433, 0.372, 0.543, 0.276, 0.366, 0.394, 0.307]}

No. 4
{"formula": "C4H7N3", "method": "ωB97M-V/def2-TZVPD", "smiles": "[H]/N=C(\\C#N)NCC", "lumo_ev": 0.628, "gap_ev": 10.32, "de_lowest_ev": 1.558, "e_tot_ha": -320.8260, "homo_energy_ev": -9.69, "elements": ["C", "C", "N", "C", "N", "C", "N", "H", "H", "H", "H", "H", "H", "H"], "xyz": [[-1.1864, 0.9793, -0.2190], [-1.0712, -0.5783, 0.1978], [0.1270, -0.9108, 0.9489], [1.2557, -0.4852, 0.3008], [2.4529, -0.6314, 0.6961], [1.0242, 0.1065, -1.0260], [1.1040, 0.4635, -2.1232], [-1.9999, 1.0175, -0.9401], [-0.4470, 1.6673, -0.6906], [-1.3976, 1.4880, 0.7162], [-1.1097, -1.2710, -0.6625], [-1.9378, -0.8379, 0.8271], [0.1207, -0.8227, 1.9582], [3.0651, -0.1850, 0.0163]], "atomic_forces_ev_per_a": [[-0.8, -0.4, 0.5], [-0.2, 0.8, -0.3], [0.2, 0.5, -0.3], [0.4, -0.2, 0.1], [-0.1, 0.3, 0.2], [1.2, -0.3, -1.5], [0.0, -0.3, 0.8], [-0.5, 0.2, 0.3], [0.0, -1.5, 0.5], [-0.7, 0.2, 0.1], [-0.1, 0.6, 0.2], [0.3, 0.4, -0.3], [0.1, -0.1, -0.3], [0.2, -0.2, 0.2]], "mulliken_charge": [-1.085, -0.568, -0.255, 0.624, -0.744, 0.161, -0.461, 0.323, 0.399, 0.352, 0.308, 0.362, 0.330, 0.254]}

No. 5
{"formula": "C3H2Cl3O4P", "method": "ωB97M-V/def2-TZVPD", "total_charge": -2, "lumo_ev": 5.954, "gap_ev": 7.58, "e_tot_ha": -2138.4760, "homo_energy_ev": -1.63, "elements": ["C", "C", "C", "O", "O", "O", "O", "P", "Cl", "Cl", "Cl", "H", "H"], "xyz": [[0.1865, 0.7981, 0.4698], [1.2562, 1.5247, -0.1800], [-1.0265, 0.5090, -0.0040], [0.7039, -2.2988, -0.5327], [-1.0969, -2.0439, 1.3145], [-1.8931, -1.9679, -1.1116], [1.5102, 2.7479, -0.0038], [-0.7524, -1.8706, -0.1164], [0.3202, 0.1842, 2.0300], [2.8586, 0.4692, 0.3901], [1.0917, 0.9306, -1.9923], [-1.3005, 0.7415, -0.9342], [-1.8579, 0.2758, 0.6707]], "atomic_forces_ev_per_a": [[-2.3, -1.1, 1.1], [2.8, 2.7, -0.3], [-0.5, 0.4, 2.4], [-3.6, 1.6, 0.7], [-0.4, 0.1, 0.5], [1.0, 0.7, 0.4], [-1.3, -2.3, -0.4], [2.4, -3.8, -2.0], [1.2, 0.8, 2.2], [0.7, -0.2, -0.2], [0.3, 0.4, -0.6], [-0.8, 0.9, -3.6], [0.7, -0.3, -0.2]], "mulliken_charge": [0.089, 0.773, -1.254, -0.648, -0.620, -0.701, -0.674, 0.970, -0.096, -0.417, -0.337, 0.507, 0.409]}